Entry 1:
{"formula": "CH4BrP", "method": "ωB97M-V/def2-TZVPD", "species": ["C", "P", "Br", "H", "H", "H", "H"], "positions_angstrom": [[-0.0318, -0.0553, -0.4520], [1.2377, 0.8032, 0.7117], [-0.2274, 3.0586, 1.3565], [-0.7486, -0.7863, 0.0446], [0.5120, -0.5055, -1.2747], [-0.5710, 0.8407, -0.7209], [0.6696, 0.4999, 1.8520]], "e_lumo_ev": -1.5790, "charge": 0, "homo_ev": -9.735, "smiles": "CPBr", "energy_ha": -2955.82182, "orbital_gap_ev": 8.16}

---

Entry 2:
{"formula": "C31H58As2NO4PPtS4SeSi3", "method": "ωB97M-V/def2-TZVPD", "species": ["Pt", "C", "C", "C", "P", "C", "C", "C", "C", "C", "C", "C", "C", "C", "C", "N", "C", "C", "C", "C", "C", "C", "C", "C", "C", "H", "H", "H", "H", "H", "H", "H", "H", "H", "H", "H", "H", "H", "H", "H", "H", "H", "H", "H", "H", "H", "H", "H", "H", "H", "H", "H", "H", "H", "H", "H", "S", "As", "S", "S", "S", "C", "Si", "C", "C", "As", "Si", "C", "C", "C", "Si", "C", "C", "C", "H", "H", "H", "H", "H", "H", "H", "H", "H", "H", "H", "H", "H", "H", "H", "H", "H", "H", "H", "H", "H", "H", "H", "H", "H", "H", "H", "O", "Se", "O", "O", "O"], "positions_angstrom": [[-0.5469, 0.5920, -0.0105], [1.3345, 0.4457, 3.2603], [0.0380, -0.3537, 3.2651], [-0.3957, -0.6394, 4.7011], [-1.2241, 0.4863, 2.1765], [-2.8115, -0.2096, 2.8125], [-4.0822, 0.4956, 2.3469], [-2.8557, -1.7019, 2.4687], [-1.1983, 2.2396, 2.5872], [-1.8064, 2.7625, 3.7265], [-1.7733, 4.1094, 4.0468], [-2.4470, 4.6557, 5.2766], [-1.0905, 4.9426, 3.1532], [-0.4744, 4.4690, 2.0183], [-0.4929, 3.0875, 1.6772], [0.0946, 2.5842, 0.5658], [0.9957, 3.3989, -0.1643], [2.1904, 3.8613, 0.4113], [2.5825, 3.5159, 1.8176], [3.0583, 4.6562, -0.3334], [2.8003, 5.0028, -1.6471], [3.7727, 5.8238, -2.4511], [1.6239, 4.5271, -2.2115], [0.7277, 3.7383, -1.5049], [-0.5091, 3.2553, -2.1938], [2.0853, -0.0711, 3.8639], [1.1784, 1.4408, 3.6833], [1.7294, 0.5379, 2.2495], [0.2431, -1.3000, 2.7492], [-0.6529, 0.2869, 5.2246], [0.4367, -1.0989, 5.2435], [-1.2465, -1.3181, 4.7708], [-2.7566, -0.1047, 3.9008], [-4.2792, 0.3013, 1.2955], [-4.0226, 1.5770, 2.4786], [-4.9289, 0.1220, 2.9328], [-3.1096, -1.8440, 1.4167], [-3.6073, -2.2149, 3.0766], [-1.8940, -2.1945, 2.6325], [-2.3379, 2.0835, 4.3897], [-2.9238, 3.8533, 5.8436], [-3.2244, 5.3860, 5.0308], [-1.7396, 5.1531, 5.9475], [-1.0509, 6.0109, 3.3537], [0.0314, 5.1601, 1.3558], [2.1801, 2.5514, 2.1035], [2.2036, 4.2519, 2.5347], [3.6689, 3.4718, 1.9038], [3.9845, 4.9828, 0.1325], [4.5583, 6.2346, -1.8144], [3.2758, 6.6585, -2.9529], [4.2575, 5.2231, -3.2254], [1.3926, 4.7670, -3.2460], [-0.6041, 3.7233, -3.1754], [-1.4078, 3.4656, -1.6138], [-0.4869, 2.1722, -2.3347], [-4.7385, -2.0394, -1.1320], [-3.0062, -0.8760, -1.6001], [-2.8725, 1.1429, -0.8818], [-1.0818, -1.6158, -0.9874], [-3.5880, -1.1872, -3.6499], [-1.2343, -4.9344, 1.0902], [0.6043, -4.9724, 1.4736], [0.7665, -4.6820, 3.3362], [1.2592, -6.7105, 1.1071], [1.7262, -3.0671, 0.4372], [1.8665, -3.5184, -1.9415], [1.3977, -2.3726, -3.3392], [0.5937, -4.9150, -2.1107], [3.5229, -4.3653, -2.2238], [3.8550, -3.1882, 1.4865], [3.6624, -2.1745, 3.0567], [4.3227, -4.9548, 1.9702], [5.3301, -2.4844, 0.5870], [-1.6377, -5.9515, 1.0536], [-1.4778, -4.4351, 0.1534], [-1.7592, -4.3907, 1.8780], [0.4215, -5.5557, 3.8982], [0.1364, -3.8328, 3.6165], [1.7833, -4.4568, 3.6635], [0.8039, -7.3763, 1.8494], [2.3431, -6.8023, 1.1806], [0.9542, -7.0507, 0.1178], [0.4807, -1.8275, -3.1130], [1.2091, -3.0301, -4.1957], [2.1828, -1.6574, -3.5621], [-0.3973, -4.6080, -1.7711], [0.8827, -5.8302, -1.5922], [0.5068, -5.1554, -3.1760], [4.3605, -3.6711, -2.1956], [3.4878, -4.8287, -3.2168], [3.6891, -5.1610, -1.4915], [2.7591, -2.4030, 3.6263], [3.6257, -1.1184, 2.7853], [4.5330, -2.3453, 3.6999], [3.5624, -5.4780, 2.5520], [5.2245, -4.8829, 2.5885], [4.5654, -5.5643, 1.0961], [5.2178, -1.4144, 0.4123], [5.5319, -2.9608, -0.3699], [6.1797, -2.6540, 1.2615], [3.4893, -1.4951, -1.4472], [2.8119, -0.2209, -0.6691], [1.6768, 0.5215, -1.5545], [1.9469, -0.9815, 0.6148], [3.9092, 0.7393, 0.0204]], "e_lumo_ev": [4.1054, 3.5211], "charge": -2, "homo_ev": [-1.118, -2.104], "multiplicity": 5, "energy_ha": -11366.77484, "orbital_gap_ev": [5.22, 5.62]}

---

Entry 3:
{"formula": "C37H53BCrN9", "method": "ωB97M-V/def2-TZVPD", "species": ["Cr", "C", "C", "C", "C", "C", "C", "C", "C", "C", "N", "N", "B", "N", "N", "C", "C", "C", "C", "C", "C", "C", "C", "C", "N", "N", "C", "C", "C", "C", "C", "C", "C", "C", "C", "H", "H", "H", "H", "H", "H", "H", "H", "H", "H", "H", "H", "H", "H", "H", "H", "H", "H", "H", "H", "H", "H", "H", "H", "H", "H", "H", "H", "H", "H", "H", "H", "H", "H", "H", "H", "H", "H", "H", "H", "H", "H", "H", "H", "H", "H", "N", "C", "C", "C", "C", "C", "C", "C", "N", "C", "C", "N", "C", "H", "H", "H", "H", "H", "H", "H"], "positions_angstrom": [[0.4650, -0.0454, 0.7024], [2.9071, -0.8708, 1.7796], [3.8993, -0.8159, 0.6285], [4.5875, -2.1684, 0.4400], [3.2270, -0.3950, -0.6477], [3.7917, -0.1360, -1.8913], [2.7295, 0.0867, -2.7531], [2.8574, 0.5441, -4.1811], [2.2490, 1.9335, -4.3613], [2.3472, -0.4232, -5.2458], [1.5913, -0.0506, -2.0448], [1.8963, -0.3086, -0.7496], [0.0839, -0.0889, -2.4271], [-0.5761, -1.3855, -1.8699], [-0.5978, -1.6391, -0.5186], [-1.2896, -2.7589, -0.3442], [-1.7169, -3.2541, -1.5734], [-1.2444, -2.3723, -2.5187], [-1.3946, -2.5807, -4.0022], [-2.1339, -1.4813, -4.7597], [-0.0551, -2.9427, -4.6401], [-1.5014, -3.4250, 0.9831], [-1.2211, -2.5065, 2.1560], [-0.6616, -4.7006, 1.0766], [-0.6109, 1.1612, -1.8177], [-0.6362, 1.3334, -0.4575], [-1.4100, 2.4001, -0.2156], [-1.8621, 2.9338, -1.4148], [-1.3444, 2.1225, -2.4081], [-1.5654, 2.2821, -3.8842], [-3.0510, 2.1299, -4.2151], [-1.0565, 3.6485, -4.3494], [-1.7502, 2.9074, 1.1523], [-1.1002, 4.2687, 1.4030], [-3.2661, 2.9925, 1.3324], [3.3588, -1.2554, 2.6947], [2.0927, -1.5823, 1.5474], [2.5241, 0.1247, 2.0206], [4.6618, -0.0703, 0.8758], [3.8505, -2.9418, 0.2160], [5.1258, -2.4551, 1.3435], [5.2971, -2.1380, -0.3849], [4.8361, -0.1128, -2.1482], [3.9387, 0.6354, -4.3224], [1.1689, 1.8955, -4.2299], [2.4505, 2.3063, -5.3655], [2.6545, 2.6460, -3.6424], [1.2603, -0.4044, -5.3148], [2.6647, -1.4476, -5.0515], [2.7423, -0.1281, -6.2177], [-0.0020, -0.0692, -3.6074], [-2.2840, -4.1489, -1.7619], [-2.0302, -3.4700, -4.0628], [-1.5287, -0.5875, -4.8887], [-3.0540, -1.2036, -4.2468], [-2.4008, -1.8434, -5.7528], [0.6727, -2.1481, -4.4941], [-0.1732, -3.1032, -5.7120], [0.3510, -3.8535, -4.2003], [-2.5583, -3.7086, 1.0272], [-0.1560, -2.2499, 2.1967], [-1.4627, -3.0061, 3.0965], [-1.8096, -1.5883, 2.0911], [0.4028, -4.4571, 1.0407], [-0.8736, -5.3758, 0.2495], [-0.8613, -5.2310, 2.0081], [-2.4984, 3.7903, -1.5487], [-1.0091, 1.5055, -4.4079], [-3.6273, 2.9374, -3.7614], [-3.4510, 1.1871, -3.8474], [-3.2058, 2.1731, -5.2933], [-1.6382, 4.4496, -3.8912], [-1.1570, 3.7410, -5.4308], [-0.0109, 3.8040, -4.0865], [-1.3769, 2.1890, 1.8805], [-1.5208, 5.0191, 0.7322], [-0.0244, 4.2477, 1.2231], [-1.2752, 4.6014, 2.4268], [-3.7024, 3.7138, 0.6407], [-3.5100, 3.3156, 2.3449], [-3.7424, 2.0287, 1.1542], [-0.9887, -1.1624, 11.3643], [-0.7871, -0.8513, 10.2786], [-0.5409, -0.4630, 8.9153], [-0.1338, -1.4195, 7.9890], [0.1094, -1.0477, 6.6785], [-0.0756, 0.2750, 6.3052], [-0.4837, 1.2355, 7.2176], [-0.7104, 0.8641, 8.5312], [0.1563, 0.6572, 4.9489], [0.7856, 1.8005, 4.5107], [0.7494, 1.7532, 3.1568], [0.1012, 0.5990, 2.7478], [-0.2340, -0.0299, 3.8594], [0.0061, -2.4451, 8.2999], [0.4601, -1.7794, 5.9636], [-0.6426, 2.2583, 6.9065], [-1.0290, 1.5979, 9.2577], [1.2098, 2.5158, 5.1908], [1.1368, 2.4664, 2.4510], [-0.7845, -0.9505, 3.9253]], "e_lumo_ev": [-2.5219, -2.5516], "charge": 1, "homo_ev": [-10.944, -11.152], "multiplicity": 5, "energy_ha": -3003.80787, "orbital_gap_ev": [8.42, 8.60]}

---

Entry 4:
{"formula": "C4H10O2", "method": "ωB97M-V/def2-TZVPD", "species": ["C", "O", "C", "C", "C", "O", "H", "H", "H", "H", "H", "H", "H", "H", "H", "H"], "positions_angstrom": [[-1.2266, 1.2418, 0.2619], [-0.7406, -0.0493, 0.2027], [0.6654, -0.1068, -0.0172], [0.7214, -0.3478, 1.6653], [0.7093, -0.9695, -1.3827], [-0.2854, -0.4648, -2.2719], [-0.6000, 1.9617, 0.8241], [-1.2882, 1.5444, -0.7809], [-2.2013, 1.1695, 0.7449], [1.0892, 0.8694, -0.3705], [-0.1863, -0.0465, 2.2895], [1.5253, 0.2522, 2.0514], [0.8094, -1.4117, 1.8568], [1.6386, -0.8888, -1.9649], [0.5155, -2.0279, -1.1971], [-1.1457, -0.7261, -1.9115]], "e_lumo_ev": 1.0427, "charge": 0, "homo_ev": -8.837, "smiles": "CO[C@@H](C)CO", "energy_ha": -308.76336, "orbital_gap_ev": 9.88}